[1]
80
Properties=species:S:1:pos:R:3 method="wB97M-V/def2-TZVPD" charge=+1 e_lumo_ev=-2.588 homo_energy_ev=-10.50 orbital_gap_ev=7.913
S 5.491 1.210 0.263
S 2.628 1.474 4.250
P 5.768 -1.880 1.467
O 6.777 0.837 -0.205
O 4.853 2.393 -0.205
O 5.435 1.192 1.857
O 4.494 -0.043 0.029
O 0.905 -0.924 -2.781
O 0.751 0.159 -4.714
N -4.278 0.141 -0.549
N 6.917 -1.336 2.362
C -3.773 -0.917 0.438
C 1.241 0.907 3.260
C 0.786 0.179 -3.528
C 1.698 2.183 -2.395
C 4.259 -0.761 1.315
C -2.151 0.881 0.258
C 2.905 -1.466 1.222
C 2.888 -2.918 0.716
C -6.108 1.983 -0.680
C 3.947 0.365 3.696
C -4.597 4.055 -0.637
C -4.937 -0.520 -1.711
C -5.434 3.098 -1.483
C 4.230 0.472 2.210
C 1.607 -3.277 -0.078
C 0.605 -2.160 -3.469
C -5.250 1.054 0.170
C 0.538 -3.255 -2.423
C 1.827 -3.426 -1.591
C -2.338 -0.530 0.824
C 0.675 1.386 -2.663
C -0.005 1.719 3.609
C -3.021 0.862 -0.979
H 2.580 -2.695 -1.905
H 0.844 -2.505 0.076
H 3.754 -3.130 0.086
H -4.836 2.684 -2.300
H -4.449 -0.940 1.286
H -6.798 2.446 0.031
H 2.921 -3.603 1.566
H 4.815 0.702 4.269
H -0.309 1.597 -2.250
H -3.813 -1.878 -0.065
H 1.620 2.948 -1.633
H -1.112 1.103 0.020
H -1.632 -1.221 0.365
H 2.410 -1.420 2.193
H 0.209 2.788 3.654
H 1.049 -0.163 3.392
H -3.268 1.841 -1.370
H -5.839 -1.020 -1.369
H 1.354 -2.370 -4.235
H -0.791 1.543 2.871
H -4.244 -1.244 -2.131
H 2.293 -0.873 0.531
H 7.775 -1.184 1.845
H -4.086 4.781 -1.267
H -5.179 0.228 -2.461
H -2.568 0.261 -1.768
H -2.495 1.637 0.965
H -0.361 -2.037 -3.964
H -4.672 1.598 0.916
H 2.250 -4.414 -1.786
H 0.304 -4.190 -2.937
H 3.439 1.085 1.757
H 6.059 -2.114 0.114
H -6.742 1.391 -1.343
H -3.832 3.542 -0.049
H -5.923 0.385 0.705
H 1.456 1.047 2.195
H 3.751 -0.667 3.991
H -0.297 -3.009 -1.756
H -0.403 1.424 4.584
H -6.225 3.666 -1.973
H 1.232 -4.225 0.316
H -2.182 -0.571 1.899
H 5.196 -3.071 1.945
H 2.641 2.107 -2.923
H -5.229 4.607 0.059

---

[2]
78
Properties=species:S:1:pos:R:3 method="wB97M-V/def2-TZVPD" charge=-1 e_lumo_ev=2.178 homo_energy_ev=-1.86 orbital_gap_ev=4.037
S 0.446 -0.662 -1.385
O -0.764 2.857 -1.476
O -3.902 -3.523 0.017
O 2.516 -4.225 -0.835
O -4.113 -2.210 4.411
O 3.415 5.815 1.701
O 4.291 0.888 -0.023
O -2.158 1.266 -0.577
N 0.166 -1.839 -4.576
C -0.970 -1.233 -2.446
C -0.906 -0.907 -4.003
C -1.542 1.704 -4.293
C -2.088 -1.706 5.546
C -2.513 1.630 -3.028
C -0.388 0.569 -4.321
C -3.586 -1.805 5.428
C -1.810 1.879 -1.622
C 3.947 1.884 0.582
C 4.712 3.177 0.466
C 2.533 7.053 3.529
C -3.469 -1.231 0.488
C 1.141 5.338 2.208
C 2.094 -1.210 -2.029
C 2.326 -5.129 -1.623
C 3.150 -6.391 -1.580
C 2.736 1.872 1.477
C -4.234 -2.520 0.623
C -5.429 -2.521 1.541
C 2.894 0.109 -2.499
C -4.405 -1.382 6.619
C 2.454 6.046 2.411
C 1.258 -5.034 -2.681
H -4.217 -0.330 6.846
H -0.030 0.547 -5.421
H 1.076 -1.353 -4.603
H -1.797 -0.669 5.725
H -5.115 -2.278 2.557
H 1.812 7.855 3.358
H -0.153 -1.996 -5.548
H 2.286 0.878 1.463
H -3.277 2.490 -3.154
H 2.504 -7.251 -1.395
H 2.906 0.143 -3.638
H -4.156 -2.004 7.481
H 3.958 0.167 -2.087
H -3.071 -0.932 1.460
H -5.465 -1.506 6.391
H 1.229 4.644 1.371
H 3.687 -6.516 -2.524
H 0.517 0.920 -3.713
H 5.092 3.472 1.446
H 0.359 6.065 1.979
H 3.029 2.110 2.502
H -1.629 -2.043 4.615
H 3.879 -6.319 -0.770
H -5.883 -3.515 1.542
H 2.335 6.564 4.485
H 4.065 3.956 0.062
H 2.073 -2.045 -2.795
H -1.018 -2.384 -2.356
H 0.527 -5.835 -2.544
H -1.939 -0.864 -1.945
H 0.062 2.320 -1.610
H 0.881 4.773 3.106
H -1.737 -2.343 6.361
H 2.676 -1.626 -1.124
H -4.121 -0.451 0.090
H 2.001 2.594 1.116
H -2.636 -1.374 -0.201
H 3.536 7.484 3.558
H -0.988 2.711 -4.374
H 1.710 -5.099 -3.673
H 2.380 1.081 -2.148
H 0.745 -4.074 -2.593
H -6.168 -1.798 1.189
H -3.139 0.671 -3.067
H 5.558 3.037 -0.210
H -2.150 1.562 -5.260

---

[3]
77
Properties=species:S:1:pos:R:3 method="wB97M-V/def2-TZVPD" charge=+1 e_lumo_ev=-2.481 homo_energy_ev=-11.47 orbital_gap_ev=8.990
O 1.202 -3.133 -3.014
O -1.320 0.950 6.388
O 0.223 -3.431 -1.103
N 2.175 1.983 -1.982
N -1.862 -0.663 -2.736
N -3.829 -0.058 -1.502
N -2.781 1.458 -2.994
C 1.460 0.790 -2.639
C 1.897 -1.162 -4.237
C -1.056 3.204 -2.522
C 0.673 -0.333 1.522
C 2.353 -2.490 -3.610
C 2.082 -0.443 0.923
C -0.017 3.329 -1.395
C 1.188 -3.601 -1.757
C -2.977 -0.251 4.992
C -3.287 -0.430 3.509
C -2.082 -0.500 2.566
C -2.759 0.158 -2.395
C -2.398 2.560 -2.102
C 2.363 -4.424 -1.345
C -2.237 1.049 5.320
C 1.461 3.320 -1.784
C 1.052 -0.012 -1.428
C 2.285 -0.007 -0.549
C 2.449 0.126 -3.599
C -0.106 0.329 6.037
C 0.382 -1.424 2.556
C -1.112 -1.656 2.870
C 2.777 1.440 -0.685
H -2.471 -0.624 1.547
H 2.033 3.802 -0.990
H 2.273 -4.651 -0.283
H -1.945 -1.531 -2.200
H -1.445 -2.537 2.313
H 0.640 -0.987 -1.664
H 0.930 -1.192 3.477
H 3.389 -0.085 -3.073
H 0.801 -2.362 2.179
H 3.113 -2.344 -2.837
H -3.761 0.450 -0.627
H 2.780 -3.166 -4.354
H -0.666 2.618 -3.350
H -2.947 1.817 5.641
H -3.925 0.406 3.188
H -2.319 2.196 -1.067
H -2.400 -1.095 5.388
H 2.340 -5.354 -1.919
H 0.803 -1.137 -4.176
H 0.600 1.124 -3.206
H 2.775 0.141 1.542
H 2.418 2.076 0.124
H 0.334 0.811 5.150
H 0.258 0.535 -0.920
H 2.943 2.188 -2.619
H 2.690 0.842 -4.393
H 3.322 -3.947 -1.544
H 3.863 1.525 -0.742
H 0.556 0.652 1.991
H -0.193 2.555 -0.640
H -1.724 1.432 4.425
H 0.578 0.445 6.879
H -3.892 -1.336 3.383
H -1.202 -1.923 3.927
H -0.156 4.276 -0.865
H 3.055 -0.653 -0.982
H -3.714 1.595 -3.363
H -3.924 -1.046 -1.292
H -3.178 3.324 -2.086
H -1.551 0.457 2.571
H 1.642 3.879 -2.706
H 2.424 -1.479 1.008
H -0.221 -0.741 5.816
H -0.084 -0.399 0.739
H -3.922 -0.264 5.543
H -1.247 4.201 -2.932
H 2.126 -1.171 -5.305

---

What did the third record say?
77
Properties=species:S:1:pos:R:3 method="wB97M-V/def2-TZVPD" charge=+1 e_lumo_ev=-2.481 homo_energy_ev=-11.47 orbital_gap_ev=8.990
O 1.202 -3.133 -3.014
O -1.320 0.950 6.388
O 0.223 -3.431 -1.103
N 2.175 1.983 -1.982
N -1.862 -0.663 -2.736
N -3.829 -0.058 -1.502
N -2.781 1.458 -2.994
C 1.460 0.790 -2.639
C 1.897 -1.162 -4.237
C -1.056 3.204 -2.522
C 0.673 -0.333 1.522
C 2.353 -2.490 -3.610
C 2.082 -0.443 0.923
C -0.017 3.329 -1.395
C 1.188 -3.601 -1.757
C -2.977 -0.251 4.992
C -3.287 -0.430 3.509
C -2.082 -0.500 2.566
C -2.759 0.158 -2.395
C -2.398 2.560 -2.102
C 2.363 -4.424 -1.345
C -2.237 1.049 5.320
C 1.461 3.320 -1.784
C 1.052 -0.012 -1.428
C 2.285 -0.007 -0.549
C 2.449 0.126 -3.599
C -0.106 0.329 6.037
C 0.382 -1.424 2.556
C -1.112 -1.656 2.870
C 2.777 1.440 -0.685
H -2.471 -0.624 1.547
H 2.033 3.802 -0.990
H 2.273 -4.651 -0.283
H -1.945 -1.531 -2.200
H -1.445 -2.537 2.313
H 0.640 -0.987 -1.664
H 0.930 -1.192 3.477
H 3.389 -0.085 -3.073
H 0.801 -2.362 2.179
H 3.113 -2.344 -2.837
H -3.761 0.450 -0.627
H 2.780 -3.166 -4.354
H -0.666 2.618 -3.350
H -2.947 1.817 5.641
H -3.925 0.406 3.188
H -2.319 2.196 -1.067
H -2.400 -1.095 5.388
H 2.340 -5.354 -1.919
H 0.803 -1.137 -4.176
H 0.600 1.124 -3.206
H 2.775 0.141 1.542
H 2.418 2.076 0.124
H 0.334 0.811 5.150
H 0.258 0.535 -0.920
H 2.943 2.188 -2.619
H 2.690 0.842 -4.393
H 3.322 -3.947 -1.544
H 3.863 1.525 -0.742
H 0.556 0.652 1.991
H -0.193 2.555 -0.640
H -1.724 1.432 4.425
H 0.578 0.445 6.879
H -3.892 -1.336 3.383
H -1.202 -1.923 3.927
H -0.156 4.276 -0.865
H 3.055 -0.653 -0.982
H -3.714 1.595 -3.363
H -3.924 -1.046 -1.292
H -3.178 3.324 -2.086
H -1.551 0.457 2.571
H 1.642 3.879 -2.706
H 2.424 -1.479 1.008
H -0.221 -0.741 5.816
H -0.084 -0.399 0.739
H -3.922 -0.264 5.543
H -1.247 4.201 -2.932
H 2.126 -1.171 -5.305